ORCA calculation (wB97M-V/def2-TZVPD) on the molecule C4H6O2 in a non-equilibrium geometry.

Calculated values
* SMILES string: O=CCCC=O
* charge: 0
* 2S+1: 1
* molecular weight: 86.1 g/mol
* HOMO level: -8.7 eV
* Kohn-Sham gap: 9.03 eV
* ΔE to the lowest compared entry with this formula, charge and spin: 2.4187 eV

Each atom is followed by the atoms it is bonded to, with distances in Å.
CARTESIAN COORDINATES (ANGSTROEM)
1 O 1.866 0.406 -0.707  C2 1.220
2 C 1.363 0.450 0.404  O1 1.220, C3 1.519, H7 1.091
3 C 0.089 -0.209 0.902  C2 1.519, C4 1.525, H8 1.098, H9 1.100
4 C -0.899 -0.635 -0.179  C3 1.525, C5 1.528, H10 1.096, H11 1.101
5 C -0.776 0.484 -1.211  C4 1.528, O6 1.216, H12 1.301
6 O -1.747 1.120 -1.573  C5 1.216
7 H 1.970 0.894 1.194  C2 1.091
8 H -0.391 0.455 1.634  C3 1.098
9 H 0.480 -1.061 1.476  C3 1.100
10 H -0.546 -1.540 -0.688  C4 1.096
11 H -1.906 -0.831 0.222  C4 1.101
12 H 0.498 0.467 -1.474  C5 1.301

***

ORCA calculation (wB97M-V/def2-TZVPD) on a cluster of 6 separate species, C45H83ClIN7O7P in total in a non-equilibrium geometry.

Calculated values
* charge: +1
* 2S+1: 1
* molecular weight: 1027.5 g/mol
* HOMO level: -9.6 eV
* Kohn-Sham gap: 6.92 eV
* ΔE to the lowest compared entry with this formula, charge and spin: 17.8402 eV

Each atom is followed by the atoms it is bonded to, with distances in Å.
CARTESIAN COORDINATES (ANGSTROEM)
1 C -6.804 3.487 1.056  C2 1.427, H38 1.191
2 C -5.935 2.357 1.119  C1 1.427, C3 1.659
3 C -4.869 1.086 1.113  C2 1.659, C4 1.631, H39 1.197, H40 1.168
4 C -3.682 1.139 -0.004  C3 1.631, C5 1.671, C10 1.676, N34 1.514
5 C -4.342 1.781 -1.399  C4 1.671, C6 1.606, H41 1.194, H42 1.195
6 C -4.337 3.375 -1.594  C5 1.606, C7 1.673, H43 1.194, H44 1.167
7 C -5.383 3.734 -2.849  C6 1.673, C8 1.644, H45 1.173, H46 1.194
8 C -6.013 5.249 -2.737  C7 1.644, C9 1.657, H47 1.191, H48 1.182
9 C -7.560 5.289 -2.144  C8 1.657, H49 1.192, H50 1.188, H51 1.171
10 C -3.536 -0.461 -0.482  C4 1.676, O11 1.430, H52 1.195, H53 1.197
11 O -2.725 -1.292 0.353  C10 1.430, C12 1.459
12 C -1.630 -0.649 1.073  O11 1.459, I13 2.234, C14 1.655, C26 1.622
13 I -2.323 -0.799 3.191  C12 2.234
14 C -0.495 -1.854 1.104  C12 1.655, O15 1.460, H54 1.170, H55 1.196
15 O 0.638 -1.639 1.999  C14 1.460, C16 1.501
16 C 1.378 -2.918 2.265  O15 1.501, C17 1.667, C22 1.673
17 C 1.282 -4.244 1.259  C16 1.667, C18 1.661, H56 1.194
18 C 2.052 -5.684 1.561  C17 1.661, C19 1.662, C20 1.639
19 C 1.885 -6.993 0.549  C18 1.662, H57 1.171, H58 1.193, H59 1.172
20 C 2.987 -5.899 2.890  C18 1.639, C21 1.670, H60 1.184
21 C 3.136 -4.576 3.897  C20 1.670, C22 1.671, H61 1.188
22 C 2.366 -3.123 3.600  C16 1.673, C21 1.671, C23 1.639
23 C 2.641 -1.930 4.689  C22 1.639, C24 1.667, C25 1.639, H62 1.193
24 C 4.097 -2.072 5.489  C23 1.667, H63 1.190, H64 1.172, H65 1.188
25 C 1.492 -1.857 5.855  C23 1.639, H66 1.191, H67 1.175, H68 1.193
26 C -1.160 0.822 0.580  C12 1.622, C27 1.687, P31 1.906, N34 1.552
27 C -0.444 0.738 -0.945  C26 1.687, C28 1.611, H69 1.168, H70 1.198
28 C 1.022 0.078 -1.061  C27 1.611, C29 1.675, Cl30 1.897, H71 1.157
29 C 2.203 1.081 -1.697  C28 1.675, H72 1.169, H73 1.194, H74 1.175
30 Cl 0.904 -1.264 -2.396  C28 1.897
31 P 0.311 1.610 1.500  C26 1.906, C32 1.835, C33 1.879
32 C 0.511 1.395 3.312  P31 1.835, H75 1.171, H76 1.195, H77 1.196
33 C 1.059 3.135 0.697  P31 1.879, H78 1.194, H79 1.191, H80 1.190
34 N -2.371 1.776 0.407  C4 1.514, C26 1.552, C35 1.497, H81 1.073
35 C -2.458 2.940 1.345  N34 1.497, C36 1.593, H82 1.198, H83 1.196
36 C -2.558 2.787 2.928  C35 1.593, N37 1.404, H84 1.187
37 N -1.780 3.657 3.709  C36 1.404, H85 1.043
38 H -7.565 4.277 0.594  C1 1.191
39 H -5.597 0.148 0.959  C3 1.197
40 H -4.534 0.992 2.228  C3 1.168
41 H -5.475 1.406 -1.455  C5 1.194
42 H -3.842 1.323 -2.382  C5 1.195
43 H -3.272 3.775 -1.954  C6 1.194
44 H -4.683 4.042 -0.701  C6 1.167
45 H -4.926 3.469 -3.896  C7 1.173
46 H -6.304 2.988 -2.704  C7 1.194
47 H -6.093 5.674 -3.846  C8 1.191
48 H -5.290 5.938 -2.107  C8 1.182
49 H -8.219 5.933 -2.901  C9 1.192
50 H -7.582 5.888 -1.119  C9 1.188
51 H -8.073 4.239 -2.079  C9 1.171
52 H -3.127 -0.557 -1.600  C10 1.195
53 H -4.606 -0.990 -0.573  C10 1.197
54 H -0.159 -2.196 0.037  C14 1.170
55 H -1.083 -2.794 1.553  C14 1.196
56 H 0.646 -4.235 0.249  C17 1.194
57 H 2.750 -7.776 0.654  C19 1.171
58 H 0.898 -7.547 0.924  C19 1.193
59 H 1.673 -6.684 -0.561  C19 1.172
60 H 3.542 -6.902 3.187  C20 1.184
61 H 3.815 -4.766 4.853  C21 1.188
62 H 2.754 -0.925 4.056  C23 1.193
63 H 4.030 -2.856 6.381  C24 1.190
64 H 4.489 -1.053 5.917  C24 1.172
65 H 4.883 -2.480 4.696  C24 1.188
66 H 1.655 -0.970 6.633  C25 1.191
67 H 0.397 -1.897 5.431  C25 1.175
68 H 1.618 -2.850 6.505  C25 1.193
69 H -1.135 0.228 -1.736  C27 1.168
70 H -0.252 1.837 -1.382  C27 1.198
71 H 1.502 -0.410 -0.129  C28 1.157
72 H 1.854 2.191 -1.804  C29 1.169
73 H 3.104 1.095 -0.914  C29 1.194
74 H 2.643 0.670 -2.707  C29 1.175
75 H -0.413 1.424 4.031  C32 1.171
76 H 1.078 0.378 3.575  C32 1.195
77 H 1.247 2.239 3.732  C32 1.196
78 H 2.207 3.036 0.385  C33 1.194
79 H 0.492 3.558 -0.261  C33 1.191
80 H 1.038 4.029 1.481  C33 1.190
81 H -2.113 2.296 -0.495  N34 1.073
82 H -3.439 3.545 1.016  C35 1.198
83 H -1.596 3.732 1.098  C35 1.196
84 H -3.253 2.086 3.586  C36 1.187
85 H -1.954 3.478 4.723  N37 1.043
86 C 1.754 -6.102 8.214  O87 1.224, N88 1.378, H91 1.102
87 O 2.552 -6.436 7.347  C86 1.224
88 N 0.405 -5.897 8.022  C86 1.378, C89 1.448, C90 1.448
89 C -0.475 -5.502 9.103  N88 1.448, H92 1.093, H93 1.093, H94 1.094
90 C -0.154 -6.081 6.698  N88 1.448, H95 1.094, H96 1.094, H97 1.093
91 H 2.072 -5.935 9.256  C86 1.102
92 H -1.251 -6.264 9.223  C89 1.093
93 H -0.936 -4.543 8.851  C89 1.093
94 H 0.076 -5.400 10.042  C89 1.094
95 H 0.031 -7.109 6.374  C90 1.094
96 H 0.344 -5.398 6.004  C90 1.094
97 H -1.229 -5.883 6.702  C90 1.093
98 C -4.188 7.405 -6.036  O99 1.224, N100 1.378, H103 1.102
99 O -4.570 6.459 -5.359  C98 1.224
100 N -4.697 8.685 -5.982  C98 1.378, C101 1.448, C102 1.448
101 C -4.189 9.752 -6.819  N100 1.448, H104 1.093, H105 1.093, H106 1.094
102 C -5.775 8.975 -5.058  N100 1.448, H107 1.094, H108 1.094, H109 1.093
103 H -3.374 7.296 -6.771  C98 1.102
104 H -3.810 10.553 -6.178  C101 1.093
105 H -5.004 10.132 -7.440  C101 1.093
106 H -3.381 9.395 -7.464  C101 1.094
107 H -5.441 8.752 -4.041  C102 1.094
108 H -6.629 8.334 -5.296  C102 1.094
109 H -6.072 10.024 -5.128  C102 1.093
110 C 3.409 -1.895 -6.409  O111 1.224, N112 1.378, H115 1.102
111 O 4.207 -2.228 -7.276  C110 1.224
112 N 2.060 -1.690 -6.601  C110 1.378, C113 1.448, C114 1.448
113 C 1.180 -1.295 -5.520  N112 1.448, H116 1.093, H117 1.093, H118 1.094
114 C 1.501 -1.874 -7.925  N112 1.448, H119 1.094, H120 1.094, H121 1.093
115 H 3.728 -1.728 -5.367  C110 1.102
116 H 0.404 -2.056 -5.401  C113 1.093
117 H 0.719 -0.336 -5.772  C113 1.093
118 H 1.731 -1.193 -4.581  C113 1.094
119 H 1.686 -2.902 -8.249  C114 1.094
120 H 2.000 -1.190 -8.619  C114 1.094
121 H 0.426 -1.676 -7.921  C114 1.093
122 C 2.838 -5.259 -9.028  O123 1.224, N124 1.378, H127 1.102
123 O 1.715 -5.625 -9.351  C122 1.224
124 N 3.984 -5.447 -9.771  C122 1.378, C125 1.448, C126 1.448
125 C 5.279 -4.984 -9.318  N124 1.448, H128 1.093, H129 1.093, H130 1.094
126 C 3.893 -6.131 -11.044  N124 1.448, H131 1.094, H132 1.094, H133 1.093
127 H 3.021 -4.730 -8.079  C122 1.102
128 H 5.677 -4.277 -10.051  C125 1.093
129 H 5.951 -5.842 -9.232  C125 1.093
130 H 5.202 -4.488 -8.346  C125 1.094
131 H 3.213 -5.576 -11.698  C126 1.094
132 H 3.485 -7.133 -10.882  C126 1.094
133 H 4.876 -6.205 -11.515  C126 1.093
134 C 7.018 0.434 7.433  O135 1.224, N136 1.378, H139 1.102
135 O 6.296 -0.502 7.113  C134 1.224
136 N 6.598 1.725 7.669  C134 1.378, C137 1.448, C138 1.448
137 C 7.518 2.778 8.046  N136 1.448, H140 1.093, H141 1.093, H142 1.094
138 C 5.191 2.041 7.537  N136 1.448, H143 1.094, H144 1.094, H145 1.093
139 H 8.106 0.303 7.562  C134 1.102
140 H 7.222 3.175 9.020  C137 1.093
141 H 7.473 3.572 7.295  C137 1.093
142 H 8.543 2.401 8.108  C137 1.094
143 H 4.619 1.419 8.233  C138 1.094
144 H 4.869 1.814 6.516  C138 1.094
145 H 5.010 3.097 7.754  C138 1.093